Here is a 13-piece molecular cluster, C78H195N13O26 overall from the OMol25 dataset. Energies are from ωB97M-V/def2-TZVPD.

The geometry in XYZ format:
```
312
Properties=species:S:1:pos:R:3:forces:R:3:mulliken_charge:R:1
C -4.48030 -3.12806 8.03047 -0.28 1.42 0.58 0.0376
O -4.52211 -2.36621 9.27063 -0.39 0.45 -1.33 -0.4713
C -4.30506 -0.91644 9.08807 -0.50 -1.00 1.39 0.1352
C -5.30380 -0.09866 9.98659 -0.65 -0.86 0.53 -1.0258
N -6.69259 -0.16193 9.50514 0.20 0.10 -0.52 -0.1983
C -6.97506 0.75519 8.42779 -0.01 -2.05 -1.41 -0.3146
C -8.46856 0.86066 8.16172 0.98 1.19 -0.80 -0.5933
O -8.46771 1.67574 6.98164 0.01 0.03 0.75 -0.1535
C -9.70244 2.29519 6.74012 0.38 -0.27 0.51 -0.8293
H -3.50430 -3.20321 7.55103 0.45 -0.03 0.53 0.1098
H -5.04766 -2.55069 7.30051 -0.50 -0.36 -0.22 -0.1376
H -4.89953 -4.11682 8.21676 -0.03 0.17 0.03 0.3095
H -4.41922 -0.53614 8.07297 0.03 -0.53 -0.31 -0.2018
H -3.26018 -0.89604 9.39775 0.01 1.22 0.04 0.4404
H -5.05956 0.95051 10.15301 0.80 0.24 -0.54 0.4061
H -5.34057 -0.48824 11.00393 0.35 -0.46 -0.06 0.4662
H -7.40589 0.01687 10.19748 0.53 -0.23 0.67 0.2674
H -6.65118 0.32492 7.48013 0.52 -0.32 -0.14 -0.0445
H -6.41619 1.69102 8.42884 -0.52 0.64 0.62 0.2144
H -8.92378 1.31229 9.04314 -0.56 0.51 -0.11 0.4519
H -9.02599 -0.03862 7.89966 0.46 -0.54 0.44 0.3019
H -9.45717 3.16597 6.13210 -0.62 -0.07 -0.14 0.2178
H -10.11358 2.56877 7.71183 -0.35 0.54 -0.10 0.3548
H -10.38679 1.57369 6.29381 -0.26 0.23 -0.45 0.2757
C -5.90597 3.64138 -6.62546 0.44 -0.89 -0.61 -0.8435
O -5.07265 2.68825 -5.87669 -0.31 2.11 0.12 -0.3565
C -4.10178 3.36200 -5.03299 0.33 -0.28 0.68 -0.9914
C -3.16485 2.32567 -4.31388 -0.50 0.62 0.34 -0.2740
N -2.70352 1.19523 -5.10490 0.53 0.45 -0.23 0.0852
C -1.69833 1.54267 -6.12376 0.52 0.87 -0.43 -1.2787
C -0.25057 1.95502 -5.66301 -1.52 -0.61 1.71 0.3465
O -0.35661 3.23622 -5.00619 1.36 0.94 -0.47 -0.4706
C 0.84481 3.71410 -4.34851 -0.08 0.20 0.42 -0.2737
H -6.65154 3.10147 -7.20919 0.43 -0.64 -0.05 0.2935
H -5.28747 4.19313 -7.33337 0.20 0.03 0.02 0.3297
H -6.56175 4.36916 -6.14755 0.58 -0.01 1.29 0.2882
H -4.57299 3.99098 -4.27771 -0.66 -0.48 0.51 0.5094
H -3.50022 4.15944 -5.46925 0.20 -0.39 -1.38 0.4683
H -3.70295 1.91032 -3.46181 -0.18 0.02 -0.01 0.5941
H -2.30549 2.84327 -3.88763 -0.12 0.20 -0.15 -0.4807
H -3.56632 0.94420 -5.56605 0.14 -0.71 -0.57 0.3988
H -2.02575 2.37699 -6.74408 -0.15 0.73 0.12 0.4285
H -1.66363 0.79908 -6.91998 0.32 -0.72 0.53 0.6630
H 0.43996 1.82636 -6.49651 0.11 0.78 -0.20 0.4773
H 0.13008 1.36362 -4.83028 -0.08 -1.02 -0.31 -0.3441
H 0.72563 3.88064 -3.27792 -0.76 -0.66 0.29 -0.2583
H 1.16459 4.72238 -4.61160 -0.33 0.00 -1.07 0.5684
H 1.74069 3.09577 -4.40472 -0.23 -0.47 -0.56 0.0597
C 8.60311 5.96305 -12.17402 -0.62 -0.47 0.43 -0.7278
O 7.49644 5.60111 -11.32942 -0.30 0.59 -0.13 -0.3504
C 7.40729 4.27784 -10.86916 0.87 -1.71 0.36 -0.4652
C 5.98630 3.67133 -10.89698 -0.41 0.97 -0.36 -0.8272
N 5.02031 4.52483 -10.10253 -0.63 -2.59 -2.77 -0.4652
C 4.88392 4.31225 -8.65000 2.78 0.56 -0.54 -0.6225
C 4.76537 2.82299 -8.20391 -1.35 0.61 -0.23 -0.6528
O 4.12268 2.68421 -6.91639 0.90 -0.29 0.06 -0.1645
C 3.96131 1.30364 -6.57277 -0.62 0.07 -0.78 -0.6379
H 9.54496 6.05297 -11.63280 0.01 -0.12 0.28 0.2855
H 8.37638 6.93920 -12.60277 -0.13 -0.16 0.00 0.2320
H 8.72199 5.21503 -12.95788 0.03 0.03 -0.17 0.3365
H 7.81090 4.13886 -9.86622 -0.07 0.69 0.60 0.2951
H 8.11344 3.63990 -11.40064 -0.15 -0.20 -0.73 0.4558
H 5.95235 2.59066 -10.75876 0.28 0.07 0.89 0.3965
H 5.64951 3.71505 -11.93272 -0.17 0.39 -0.19 0.3279
H 5.40740 5.37358 -10.48967 -0.79 1.17 1.43 0.3359
H 4.16457 5.03028 -8.25619 -0.21 -0.56 0.11 0.3402
H 5.89318 4.65972 -8.42916 0.01 0.05 1.95 0.3494
H 5.72600 2.30902 -8.23756 0.23 0.15 0.27 0.3756
H 4.12619 2.31019 -8.92265 -0.16 -0.13 -0.33 0.3993
H 3.36337 1.15272 -5.67399 0.01 0.61 0.01 -0.1848
H 4.86097 0.70233 -6.44185 0.56 0.43 -0.03 0.4445
H 3.40481 0.83194 -7.38265 -0.14 -0.25 -0.18 0.5406
C -3.61804 -2.82684 2.51916 -0.81 0.08 -0.97 -2.2993
O -4.54213 -3.86724 2.77902 0.11 -0.21 2.09 -0.3594
C -4.59945 -4.08612 4.20146 -0.36 0.64 2.32 -0.6835
C -3.27615 -4.35036 5.05669 -0.98 -1.00 -2.14 -0.9036
N -2.41619 -3.19186 5.14879 -3.18 0.30 -0.10 2.1585
C -1.14773 -3.42258 5.69161 0.50 0.11 -0.13 -1.2770
C -0.38438 -4.31155 4.76161 2.07 0.49 1.50 -1.0046
O -0.19867 -3.55485 3.58162 -0.13 0.24 0.59 0.5407
C 0.26553 -4.28020 2.47388 -0.92 -0.94 0.52 -0.8476
H -3.81482 -1.91589 3.08444 0.09 -0.16 0.64 0.3355
H -3.83105 -2.48574 1.50605 0.60 -0.40 -0.35 0.4983
H -2.62441 -3.23832 2.69657 0.27 0.52 -0.67 0.8378
H -5.38143 -4.80259 4.45301 0.42 -0.81 -0.63 0.7791
H -5.01547 -3.26380 4.78355 -0.23 1.21 -0.79 -0.1037
H -2.94064 -5.21232 4.48000 1.31 -0.29 -0.23 0.0330
H -3.44393 -4.81122 6.03012 -0.64 0.38 0.21 0.6041
H -2.47829 -2.73450 4.25042 0.97 0.46 0.74 -1.0561
H -1.23064 -3.79597 6.71230 0.02 -0.45 0.01 0.6004
H -0.60072 -2.48545 5.79488 -0.02 0.17 -0.13 0.1218
H -0.77548 -5.32708 4.69950 -0.45 0.12 -0.81 0.6558
H 0.57149 -4.43683 5.27025 0.67 -0.32 -0.16 0.6468
H 0.09091 -5.31865 2.75536 0.02 -0.43 -0.72 0.6279
H 1.33197 -4.19725 2.26427 -0.02 0.56 -0.18 -0.2440
H -0.43213 -3.98651 1.68959 0.65 -0.22 -0.68 0.0531
C -3.11975 0.19451 5.05348 0.75 -0.58 0.25 -1.2032
O -2.32010 -0.25826 3.96655 0.18 -0.33 0.17 0.4950
C -2.31419 0.64365 2.83558 0.10 -1.70 0.76 0.5636
C -1.37925 0.02033 1.74230 -0.40 1.08 1.69 0.3612
N -0.00853 -0.04241 2.22874 -0.03 1.06 -0.92 0.2939
C 0.78926 -0.58447 1.15003 2.42 -1.21 -1.02 -0.5255
C 1.04714 0.17552 -0.22078 -2.61 0.14 1.97 -0.3055
O -0.12304 -0.13463 -1.02672 0.94 -0.26 1.34 -0.0976
C -0.50413 0.80024 -1.97127 0.56 -0.17 -1.28 -0.7093
H -2.84577 1.19528 5.38737 0.18 0.25 -0.10 0.3601
H -2.89189 -0.51086 5.85262 -0.09 0.06 0.12 0.1388
H -4.20006 0.17135 4.91032 -0.20 -0.08 -0.59 0.2765
H -1.96930 1.55993 3.31471 0.00 0.59 -1.04 -0.9378
H -3.37609 0.61743 2.59108 -0.03 0.87 -0.94 0.1417
H -1.29748 0.62466 0.83886 -0.72 0.02 0.08 -0.2898
H -1.70185 -0.98993 1.49049 -0.53 -0.08 -0.22 0.1836
H 0.08711 -0.71435 2.97671 -0.25 -0.03 0.29 0.0446
H 0.40259 -1.57320 0.90303 0.07 -0.40 -0.33 0.1069
H 1.78139 -0.72090 1.58035 0.20 -0.30 -0.04 0.0463
H 1.94825 0.03336 -0.81735 0.19 -0.64 0.43 0.4140
H 1.07449 1.18525 0.18882 -0.23 0.77 -0.80 -0.0365
H 0.37620 1.24530 -2.43501 0.22 0.65 0.17 -0.0398
H -1.19940 1.55110 -1.59589 -0.05 0.12 0.01 0.3946
H -0.91614 0.23774 -2.80909 -0.72 0.13 0.06 0.2859
C -3.25210 -6.48591 0.89441 0.28 -0.82 0.53 -0.5935
O -4.03006 -7.00042 -0.15127 -2.04 -0.39 0.41 -0.4891
C -5.45316 -6.88297 0.07350 -0.59 -1.27 -1.41 -0.8379
C -5.91296 -5.47474 -0.11065 1.58 -0.11 0.28 0.0911
N -5.33182 -4.99159 -1.37391 -0.40 -0.29 0.31 -0.4291
C -5.07579 -3.57963 -1.25414 -0.11 -0.60 -0.26 0.5459
C -4.64392 -3.01268 -2.60047 -1.31 1.05 1.21 -0.7063
O -4.40060 -1.63590 -2.41853 0.71 -1.06 1.67 -0.1156
C -4.70740 -0.94289 -3.53614 0.16 1.86 -1.05 -0.3567
H -3.06383 -5.41947 0.77050 0.72 -0.06 -0.16 0.2164
H -2.45185 -7.22531 0.92587 1.01 0.96 -0.14 0.3943
H -3.64007 -6.58487 1.90821 -0.93 -0.03 0.01 0.2751
H -5.80978 -7.37283 0.97957 0.48 0.35 0.55 0.4264
H -5.98055 -7.44746 -0.69547 0.60 -0.45 -0.44 0.3933
H -5.43088 -5.02440 0.75704 -0.33 1.13 0.17 -0.1312
H -6.99559 -5.35991 -0.05751 0.05 -0.01 -0.08 0.4142
H -4.45192 -5.45944 -1.53821 -0.01 -0.37 0.12 0.3983
H -4.39476 -3.37310 -0.42852 0.36 0.33 0.04 -0.3977
H -6.06602 -3.22949 -0.96266 0.17 1.04 -0.16 0.1696
H -5.59026 -3.02974 -3.14108 0.30 -0.77 -0.92 0.3540
H -3.77517 -3.43324 -3.10693 -0.23 -0.65 0.02 0.2094
H -5.75273 -1.05887 -3.82236 -0.34 0.18 0.00 0.4530
H -4.10213 -1.18698 -4.40917 0.25 -0.32 -0.16 0.3134
H -4.45179 0.08349 -3.27284 -0.45 0.17 -0.43 -0.3296
C -4.29527 4.69960 2.80713 0.19 -1.46 0.40 -0.9747
O -2.95188 4.94637 3.16547 -1.20 0.73 0.52 0.0593
C -2.84835 5.70363 4.37312 0.49 1.13 -1.04 -0.8808
C -1.38433 6.12925 4.37497 0.08 -0.02 1.26 -0.6662
N -0.53325 5.08844 4.92427 -1.04 -0.01 0.35 -0.3488
C -0.73565 3.78794 4.30948 2.15 -0.96 0.35 0.0669
C 0.40639 2.83312 4.79160 -0.34 0.76 -0.98 0.0700
O 1.63454 3.45466 4.38954 0.35 -0.22 -0.06 -0.3556
C 2.78184 2.58481 4.54066 -1.25 1.40 0.85 -0.7094
H -4.31123 4.36234 1.77074 -0.14 0.51 -0.11 0.2299
H -5.00478 5.48689 3.06181 0.23 0.45 -0.41 0.3287
H -4.61712 3.83198 3.38309 -0.36 -0.27 0.18 0.3302
H -3.27226 5.32892 5.30479 0.75 -1.57 0.15 0.3930
H -3.50886 6.57068 4.38121 0.06 0.71 -1.10 0.6472
H -1.29515 7.03339 4.97719 0.16 0.01 0.22 0.4596
H -1.05084 6.40380 3.37422 -0.45 0.04 -0.44 0.1706
H 0.41448 5.40299 5.07577 0.06 -0.49 -0.45 0.3183
H -0.63998 3.74261 3.22464 -0.04 0.54 -0.44 -0.3013
H -1.73083 3.39049 4.50885 0.14 0.00 0.43 0.0883
H 0.41698 1.89211 4.24162 -0.72 -0.34 0.20 -0.1407
H 0.31128 2.68232 5.86692 0.40 -0.06 0.25 0.4196
H 2.88744 2.51349 5.62319 0.50 -0.63 0.10 0.3720
H 3.64116 3.12902 4.14886 -0.09 -0.26 -0.20 0.2973
H 2.61323 1.61106 4.08079 0.09 -0.04 -0.15 0.0902
C -4.75851 6.90234 -2.93631 -0.39 0.09 -0.44 -0.9070
O -4.23993 6.06266 -1.92583 0.74 -0.09 0.16 -0.2229
C -2.98077 6.48541 -1.40695 1.12 2.53 -2.35 -1.1712
C -1.95682 5.42490 -1.08959 -2.49 -0.42 2.70 1.0022
N -0.80923 6.00320 -0.37060 -1.96 0.42 -1.28 -0.2324
C 0.43297 5.51946 -0.81765 0.87 -0.77 0.39 -0.6931
C 0.68776 4.12764 -0.17006 0.22 0.74 -1.51 0.8106
O 2.04193 3.77717 -0.34671 -4.99 -3.38 -2.54 0.0811
C 2.91766 4.46019 0.29682 4.39 2.30 2.05 -0.7195
H -4.07366 7.10011 -3.76090 0.50 -0.17 0.09 0.3741
H -5.11445 7.87701 -2.60249 0.18 0.14 0.55 0.3271
H -5.63000 6.43854 -3.39838 0.00 -0.39 0.28 0.2653
H -3.03398 7.34126 -0.73406 -0.56 -0.71 1.32 0.4559
H -2.39671 7.05740 -2.12792 -0.39 0.26 -1.34 0.4164
H -1.80286 4.77280 -1.94934 0.68 0.26 -0.03 -0.3695
H -2.60342 4.87215 -0.40806 0.58 -1.25 0.47 -0.1054
H -0.83755 5.86794 0.62990 -0.65 0.00 0.02 0.0176
H 1.13194 6.29714 -0.50983 0.66 -0.48 -0.11 0.4761
H 0.47378 5.42490 -1.90277 -0.04 0.19 0.03 0.3373
H 0.12791 3.35919 -0.70312 -0.13 0.07 -0.11 -0.3455
H 0.26163 4.14230 0.83308 0.67 -0.10 0.64 -0.2185
H 3.19453 3.96748 1.22885 0.30 0.14 0.46 0.1555
H 2.67513 5.50253 0.50372 -0.15 0.16 0.11 0.3664
H 3.76232 4.45842 -0.39212 0.82 0.36 0.52 0.0367
C 6.52501 -1.96608 -2.78611 1.11 0.57 -0.80 -0.6026
O 7.38979 -3.11672 -2.62001 -1.35 0.38 0.14 -0.4732
C 6.66359 -4.32721 -2.74598 -0.39 -1.06 -0.04 0.2048
C 7.48724 -5.50900 -3.27833 -0.34 0.31 -0.05 -0.8214
N 8.54280 -5.90531 -2.42174 2.97 -0.09 0.42 -0.2263
C 9.31739 -7.12773 -2.80861 -0.69 0.79 -0.26 -0.7944
C 9.78337 -7.18057 -4.32947 -1.01 1.57 2.15 -0.4162
O 10.81677 -8.06439 -4.34809 0.91 -1.96 -1.42 -0.3375
C 11.34887 -8.32275 -5.67890 -0.25 -0.01 1.31 -0.7498
H 6.40861 -1.74047 -3.84614 -0.03 -0.31 -0.40 0.3893
H 7.04490 -1.08221 -2.41652 0.18 -0.25 0.39 0.2465
H 5.50784 -1.91885 -2.39723 0.05 -0.94 0.64 0.2137
H 5.81762 -4.22025 -3.42494 -0.08 0.22 -0.27 0.0516
H 6.20658 -4.64197 -1.80780 0.03 0.26 0.55 0.1198
H 7.81296 -5.15314 -4.25576 0.53 -0.39 -0.15 0.2421
H 6.93606 -6.44384 -3.38011 -1.42 0.33 -0.73 0.4022
H 8.25636 -5.99334 -1.45721 -0.14 0.09 -0.06 0.2166
H 8.74573 -8.01319 -2.53064 -0.69 -0.50 -0.88 0.3423
H 10.13258 -7.31387 -2.10938 0.63 0.90 -0.36 0.4056
H 10.17469 -6.24651 -4.73259 -0.30 0.78 0.45 0.3736
H 8.89984 -7.39376 -4.93116 -0.02 -0.70 -0.33 0.3515
H 12.27234 -7.75058 -5.76789 0.13 -0.21 -0.19 0.2635
H 10.67601 -8.03906 -6.48815 -0.24 0.08 0.16 0.3391
H 11.50055 -9.40178 -5.70682 0.33 0.15 -0.25 0.2556
C 2.31107 -2.52507 9.62033 1.22 -0.58 0.36 -0.8692
O 1.91736 -2.51407 8.27210 -0.10 0.98 -0.34 -0.2248
C 3.02289 -2.50187 7.33157 -1.09 -0.71 0.60 -0.8571
C 2.57114 -1.87150 5.99736 0.37 -0.11 1.30 0.0566
N 3.61160 -1.94611 4.98875 0.21 0.02 -0.36 -0.3565
C 3.56451 -3.28894 4.39188 1.08 0.32 -1.58 0.6762
C 4.41439 -3.49188 3.04879 -0.84 -0.51 0.79 -1.4093
O 3.89565 -2.78596 1.88089 1.68 0.18 1.98 0.2454
C 4.45485 -1.48031 1.79461 -0.43 0.68 -1.47 -0.5564
H 1.58318 -2.14902 10.33926 -0.40 0.01 -0.58 0.2599
H 3.24569 -1.99665 9.80833 0.03 0.78 -0.29 0.3295
H 2.63190 -3.51669 9.93950 -0.47 -0.59 0.02 0.3420
H 3.24361 -3.56207 7.20756 0.56 -0.07 -0.27 0.2279
H 3.86856 -1.99999 7.80172 0.14 0.19 -0.32 0.4231
H 2.33079 -0.83634 6.23979 -0.18 0.05 -0.32 0.4811
H 1.70079 -2.42195 5.64014 -0.50 0.21 0.22 -0.1706
H 3.40586 -1.23583 4.30080 0.03 -0.07 -0.15 0.0454
H 2.53180 -3.54256 4.15253 -0.22 -0.30 0.03 -0.4893
H 3.95210 -3.92251 5.18967 -0.03 -0.56 -0.44 0.3488
H 4.46969 -4.53470 2.73644 -1.04 -0.33 0.21 0.4918
H 5.47911 -3.41323 3.26852 0.22 1.38 -0.23 0.4270
H 4.17549 -1.12518 0.80267 -0.40 0.18 -0.02 0.0644
H 5.53628 -1.35342 1.74437 0.32 -0.89 0.53 0.3032
H 4.08552 -0.75218 2.51677 -0.20 -0.20 0.21 0.0970
C 7.06679 8.72199 -2.78733 0.90 -0.25 -1.06 -0.7102
O 7.32431 7.60857 -1.99098 0.66 -1.96 0.55 -0.3565
C 8.18916 6.62734 -2.65434 0.41 0.29 0.71 -0.6046
C 8.27402 5.23576 -1.99021 -1.05 0.07 0.95 -0.8321
N 7.24925 4.30701 -2.35538 -0.39 -2.12 -2.29 0.0005
C 7.74247 2.93673 -2.70056 -1.89 0.70 0.51 -0.8952
C 6.61153 1.99481 -3.25659 1.65 1.12 -0.94 -0.1583
O 5.57362 1.92553 -2.35442 -3.44 -1.26 -0.43 -0.3838
C 4.23766 1.37660 -2.97007 1.77 2.12 0.76 0.0755
H 6.96559 9.66444 -2.24914 -0.34 -0.36 0.44 0.2571
H 6.21870 8.50296 -3.43608 -0.19 0.39 -0.11 0.2725
H 7.96137 8.83992 -3.39883 -0.05 0.49 -0.54 0.3182
H 9.21413 6.99591 -2.69573 0.26 0.56 0.54 0.3695
H 8.00063 6.51905 -3.72243 -0.93 -0.19 -0.04 0.3824
H 8.23063 5.18865 -0.90209 0.56 1.30 0.41 0.4151
H 9.23576 4.77362 -2.21287 0.08 0.25 -0.39 0.4594
H 6.33899 4.30410 -1.91776 0.44 0.21 0.36 0.0703
H 8.08733 2.38821 -1.82403 0.48 0.09 0.37 0.2823
H 8.57267 3.11357 -3.38436 -0.13 -0.59 -0.24 0.4314
H 7.08270 1.02557 -3.41991 0.05 -0.35 -0.08 0.1553
H 6.26609 2.36267 -4.22274 -0.08 0.18 -0.23 0.2184
H 3.49684 1.63186 -2.21236 0.19 -0.81 0.30 -0.1424
H 4.26283 0.36758 -3.38156 0.33 -0.26 0.76 0.3610
H 3.90727 1.99594 -3.80396 0.66 0.42 -0.19 -0.0225
C 2.85354 -4.89614 -0.92110 1.14 0.05 -0.35 -0.4660
O 2.49949 -4.32018 -2.17496 -1.44 0.48 0.60 -0.3564
C 1.80074 -3.05749 -1.92942 0.20 -0.01 -0.95 -0.0082
C 0.95932 -2.50260 -3.06819 1.62 0.67 -2.18 0.8183
N 1.93706 -2.11452 -4.20324 0.30 -0.65 2.06 0.1773
C 1.44423 -1.79183 -5.49017 -2.07 -0.50 -0.66 0.0886
C 0.91472 -3.03153 -6.24671 0.20 0.82 -1.32 -0.8375
O 1.82845 -3.95800 -6.79896 0.46 0.15 0.18 -0.4382
C 2.43152 -4.82614 -5.87175 -0.18 -0.48 -0.51 -0.4037
H 2.11577 -5.61676 -0.56827 -0.17 0.24 0.18 0.3268
H 3.15385 -4.14306 -0.19255 -0.78 0.32 0.32 -0.0659
H 3.81798 -5.39595 -1.01139 -0.09 -0.54 -0.57 0.2427
H 2.65343 -2.39147 -1.79736 -0.39 0.66 0.42 -0.0275
H 1.09374 -3.00938 -1.10121 0.46 -0.74 0.64 0.0834
H 0.46187 -1.59984 -2.71371 0.46 0.21 0.16 -0.8024
H 0.10908 -3.07925 -3.43243 0.23 -0.83 0.11 0.3988
H 2.49764 -2.92680 -4.41788 0.31 -0.04 1.04 -0.1602
H 2.13274 -1.16522 -6.05711 0.22 -0.25 -0.16 -0.0384
H 0.52421 -1.21902 -5.37368 -0.12 0.52 -0.02 0.0323
H 0.44793 -2.67537 -7.16505 -0.53 0.19 0.16 0.4139
H 0.17109 -3.52882 -5.62396 -0.08 -0.19 0.11 0.3780
H 1.65422 -5.37102 -5.33601 0.02 0.20 0.66 0.2783
H 3.13981 -4.29647 -5.23467 0.05 -0.41 0.22 0.0835
H 2.95080 -5.60382 -6.43180 0.26 0.22 -0.13 0.3373
C -8.92315 -4.67541 6.59820 -0.14 2.22 2.34 -0.9425
O -8.52138 -3.97244 5.47059 0.16 -1.72 -1.80 -0.3879
C -7.98109 -2.69508 5.56118 -0.79 1.33 -0.92 -0.0891
C -7.78861 -2.22819 4.08032 -0.35 -2.29 1.01 -0.7871
N -7.35210 -0.92787 3.73901 1.19 0.93 0.37 0.2546
C -7.10653 -0.97103 2.35678 0.85 0.77 -2.80 -0.4900
C -6.98352 0.40930 1.70715 -0.32 -0.34 0.52 -0.9334
O -8.22672 1.11299 1.66041 -0.24 0.69 0.83 -0.4063
C -8.12665 2.42673 2.24817 0.10 -0.58 -0.10 -0.6117
H -10.01088 -4.70581 6.66167 -0.05 -0.72 -0.33 0.3265
H -8.67864 -4.03510 7.44574 -0.11 0.41 0.53 0.3244
H -8.40346 -5.55777 6.97165 0.06 -0.64 -1.36 0.3406
H -7.08864 -2.71157 6.18675 0.24 0.38 -0.15 -0.0621
H -8.72421 -1.99194 5.93731 -0.09 0.09 0.84 0.5471
H -8.65175 -2.48301 3.46538 -0.90 -0.17 0.53 0.4863
H -7.10110 -2.98032 3.69335 0.68 0.34 -0.24 0.1750
H -7.96059 -0.12417 3.80160 -0.84 -0.44 1.11 0.2358
H -7.85433 -1.49464 1.76118 -0.76 -0.27 0.09 0.2898
H -6.20787 -1.52169 2.07878 0.45 -0.04 0.36 0.2167
H -6.64988 0.25871 0.68045 0.43 0.28 0.05 0.5186
H -6.32164 0.98698 2.35237 0.61 0.10 -0.45 0.2507
H -7.61612 3.12018 1.57988 -0.01 0.07 -0.17 0.2974
H -7.55944 2.38993 3.17823 0.15 -0.09 0.15 0.2295
H -9.10398 2.82798 2.51636 -0.16 -0.30 -0.38 0.2970
```
Positions in Å, forces in eV/Å.

Values from the calculation:
Kohn-Sham gap in eV: 8.60
Multiplicity: 1
HOMO in eV: -8.0
Molar mass in g mol⁻¹: 1731.5
Relative energy (zero: lowest compared OMol25 entry of this formula, charge and spin) in kcal/mol: 279.1
LUMO in eV: 0.6
Total charge: 0